No. 1
38
Properties=species:S:1:pos:R:3:forces:R:3:nbo_charge:R:1 method="wB97M-V/def2-TZVPD" relative_energy_kcal_mol=52.6 e_lumo_ev=0.804 smiles="CCCCC/C(=N/O)c1c(C)[nH]c2ccccc12"
C 3.687 1.959 -4.279 0.07 0.04 0.25 -0.600
C 3.428 1.732 -2.794 -0.21 -0.12 -0.26 -0.387
C 2.172 0.898 -2.556 0.26 0.17 0.38 -0.390
C 1.913 0.665 -1.070 -0.20 -0.18 -0.37 -0.386
C 0.650 -0.164 -0.838 0.50 0.11 0.04 -0.427
C 0.376 -0.423 0.620 -0.28 0.08 0.40 0.223
N 1.378 -0.725 1.342 0.83 -0.15 0.03 -0.150
O 1.132 -0.953 2.701 -0.46 0.11 -0.27 -0.569
C -1.009 -0.347 1.083 -0.29 0.17 0.30 -0.213
C -1.872 0.713 0.953 0.34 -0.04 -0.02 0.220
C -1.660 2.066 0.371 -0.08 -0.11 -0.06 -0.653
N -3.076 0.389 1.524 -0.13 0.31 -0.10 -0.521
C -3.019 -0.879 2.030 0.34 -0.57 0.10 0.111
C -3.984 -1.637 2.676 -0.11 0.01 0.04 -0.232
C -3.635 -2.913 3.067 -0.16 0.06 0.05 -0.219
C -2.361 -3.425 2.814 0.12 -0.18 0.00 -0.240
C -1.400 -2.678 2.169 -0.05 0.01 0.03 -0.194
C -1.721 -1.381 1.777 -0.45 0.15 0.04 0.002
H 3.817 1.009 -4.792 0.02 -0.08 -0.11 0.200
H 4.585 2.554 -4.426 0.07 0.05 -0.12 0.207
H 2.850 2.482 -4.736 -0.07 0.05 -0.10 0.199
H 3.321 2.697 -2.293 0.04 0.01 0.09 0.192
H 4.286 1.223 -2.350 0.03 0.03 0.09 0.195
H 2.279 -0.065 -3.060 -0.05 -0.05 -0.09 0.193
H 1.313 1.408 -3.000 -0.07 -0.02 -0.09 0.188
H 1.811 1.627 -0.563 0.05 0.04 0.09 0.192
H 2.760 0.146 -0.621 0.04 0.07 0.05 0.217
H 0.763 -1.132 -1.335 -0.11 0.01 -0.09 0.223
H -0.216 0.331 -1.281 -0.02 -0.05 -0.01 0.207
H 2.007 -1.147 3.062 -0.16 0.09 -0.30 0.477
H -2.155 2.155 -0.598 0.01 0.06 -0.05 0.224
H -2.072 2.830 1.030 0.04 0.08 0.01 0.223
H -0.600 2.259 0.238 0.06 0.06 -0.02 0.233
H -3.865 1.010 1.589 0.10 -0.06 -0.01 0.409
H -4.972 -1.241 2.864 -0.10 0.01 0.03 0.208
H -4.361 -3.531 3.575 -0.06 -0.03 0.04 0.210
H -2.130 -4.431 3.133 0.03 -0.07 0.02 0.209
H -0.419 -3.081 1.975 0.11 -0.02 0.00 0.217

=====

No. 2
39
Properties=species:S:1:pos:R:3:forces:R:3:nbo_charge:R:1 method="wB97M-V/def2-TZVPD" relative_energy_kcal_mol=298.3 e_lumo_ev=0.420
C -6.683 0.353 -0.582 -0.57 0.18 -2.18 -0.711
C -5.210 0.675 -0.109 -2.65 4.80 2.16 0.661
O -4.990 1.745 0.557 -0.48 -3.66 -2.15 -0.620
N -4.368 -0.266 -0.499 6.42 9.14 8.88 -0.538
C -3.035 -0.454 -0.311 -1.16 10.80 8.39 0.210
C -2.489 0.596 0.682 0.98 -2.58 -1.62 -0.205
C -1.175 0.450 1.067 0.46 -1.93 -4.20 -0.229
C -0.351 -0.458 0.272 -0.51 -2.37 1.20 0.149
C -1.009 -1.413 -0.491 6.15 1.97 2.27 -0.185
C -2.266 -1.378 -0.674 -2.38 -0.86 -1.16 -0.279
H -2.839 -1.884 -1.261 -2.10 -5.02 -4.10 0.200
H -0.487 -2.162 -0.895 2.35 -2.59 -1.43 0.258
N 1.054 -0.704 0.598 -10.16 14.41 7.36 -0.478
C 2.005 -1.318 0.335 6.21 -13.00 -7.43 0.627
O 1.763 -2.370 -0.553 2.00 3.79 3.14 -0.768
C 3.303 -1.096 0.936 2.84 -1.89 -4.96 -0.480
C 4.131 -0.326 -0.145 -1.44 3.32 1.51 -0.233
C 5.523 0.047 0.270 2.92 0.96 -1.61 -0.412
H 6.323 -0.553 -0.291 -1.13 -0.07 1.66 0.227
H 5.637 0.118 1.391 0.16 -0.33 -1.40 0.220
C 5.850 1.501 -0.435 -0.63 1.89 8.13 -0.364
H 6.046 2.263 0.636 0.23 -2.12 -2.72 0.143
H 6.731 1.600 -0.980 1.14 -0.09 -1.19 0.214
C 4.558 2.059 -0.856 1.08 0.11 -7.50 -0.421
H 4.501 3.258 -1.188 -0.44 -3.10 2.17 0.263
H 4.719 1.772 -2.099 -1.18 0.34 2.50 0.156
C 3.512 1.055 -0.337 -2.28 6.14 2.25 -0.412
H 2.608 1.414 -0.934 0.56 -1.90 0.67 0.247
H 3.241 1.633 0.765 0.54 -1.97 -2.20 0.156
H 4.095 -0.693 -1.104 0.00 -1.90 -2.01 0.234
H 3.337 -0.465 1.736 0.13 0.89 2.78 0.220
H 3.899 -2.022 0.782 -0.81 0.02 1.77 0.276
H 1.373 0.280 1.318 -1.32 -3.62 -2.49 0.350
H -0.631 1.202 1.492 0.94 1.97 2.01 0.202
H -3.039 1.438 1.032 -0.55 0.03 0.11 0.264
H -4.696 -0.796 -1.016 -7.55 -11.60 -11.11 0.352
H -6.673 0.339 -1.926 -0.15 -0.50 4.28 0.218
H -7.064 -0.600 -0.040 0.74 1.25 -1.52 0.238
H -7.460 1.155 -0.329 1.66 -0.89 -0.24 0.254

=====

No. 3
45
Properties=species:S:1:pos:R:3:forces:R:3:nbo_charge:R:1 method="wB97M-V/def2-TZVPD" relative_energy_kcal_mol=88.3 e_lumo_ev=-0.197 smiles="CCN(CC)Cc1cc(S(=O)(=O)c2coc(S(N)(=O)=O)c2)ccc1O"
C -2.535 1.014 -2.720 1.08 0.64 -0.25 -0.629
C -1.681 1.004 -1.441 -0.67 2.39 2.09 -0.196
N -0.493 1.877 -1.416 2.51 1.88 1.47 -0.494
C 0.625 1.886 -2.367 0.32 -1.25 -1.43 -0.215
C 1.473 0.604 -2.476 0.38 -1.43 1.62 -0.636
C -0.175 2.821 -0.223 0.41 -1.93 0.09 -0.233
C -0.176 2.141 1.209 -1.14 1.67 0.58 -0.042
C -0.406 0.777 1.630 0.50 2.18 -0.75 -0.223
C -0.234 0.470 2.977 -0.18 -0.99 0.57 -0.249
S -0.205 -1.393 3.295 -0.51 -0.73 4.08 2.074
O -1.496 -1.984 3.694 1.33 1.40 -1.31 -0.907
O 0.842 -1.592 4.362 -1.45 0.57 -3.18 -0.926
C 0.246 -2.230 1.760 2.52 0.23 -0.31 -0.418
C 1.596 -2.558 1.641 -2.18 0.18 -1.62 0.174
O 1.846 -3.068 0.365 -0.11 -0.31 1.36 -0.374
C 0.651 -3.157 -0.301 -1.98 1.19 2.55 -0.037
S 0.395 -4.016 -1.854 2.84 1.03 -6.38 2.219
N 1.576 -5.153 -2.045 -1.20 -1.87 2.23 -1.048
O -0.810 -4.755 -2.013 -1.28 0.54 1.77 -0.893
O 0.777 -3.176 -3.059 -1.46 -0.04 3.77 -0.935
C -0.362 -2.593 0.519 -0.80 -0.81 -1.84 -0.216
C -0.052 1.444 4.046 0.64 -2.35 -2.52 -0.184
C -0.071 2.751 3.598 0.34 -0.80 1.22 -0.264
C -0.106 3.118 2.275 0.14 -0.48 -0.90 0.316
O 0.014 4.477 2.031 -0.17 0.00 0.51 -0.680
H -3.534 0.725 -2.307 0.54 0.34 -1.24 0.223
H -2.452 2.056 -3.245 -0.63 -1.84 1.18 0.222
H -2.108 0.277 -3.436 -0.70 0.32 0.33 0.213
H -1.636 -0.008 -0.967 0.66 0.24 -0.83 0.163
H -2.311 1.542 -0.651 0.47 -0.63 -0.90 0.193
H 0.284 2.026 -3.373 -0.86 0.33 -0.76 0.175
H 1.378 2.698 -2.292 -0.95 -0.10 0.86 0.202
H 2.415 0.747 -3.088 -1.38 -0.21 0.16 0.215
H 0.852 -0.368 -2.789 1.55 2.12 0.69 0.229
H 1.909 0.505 -1.419 -0.64 -0.63 -1.24 0.191
H -0.790 3.712 -0.223 -1.07 -0.18 0.19 0.215
H 0.818 3.404 -0.272 -0.95 -1.70 -0.53 0.234
H -0.694 0.025 0.874 0.57 0.52 0.59 0.241
H 2.312 -2.419 2.436 0.66 -0.25 -0.62 0.257
H 2.203 -4.775 -2.684 1.48 0.77 -1.19 0.403
H 1.108 -5.972 -2.476 0.39 0.61 0.71 0.411
H -1.454 -2.488 0.210 1.78 -0.28 0.61 0.272
H 0.366 1.087 4.998 -0.83 0.42 -0.26 0.261
H 0.091 3.527 4.320 0.03 0.37 0.39 0.206
H 0.003 4.988 2.895 0.02 -1.14 -1.55 0.491

=====

No. 4
39
Properties=species:S:1:pos:R:3:forces:R:3:mulliken_charge:R:1 method="wB97M-V/def2-TZVPD" e_lumo_ev=-9.470 total_charge=+2
Pt -0.283 -1.051 0.972 -0.21 1.36 0.29 0.666
C -2.275 -1.489 0.264 0.05 0.24 -0.28 0.611
C -1.960 -0.204 -0.292 -0.47 -0.82 0.80 1.044
C -0.789 -0.355 -1.153 0.68 -0.65 0.07 0.349
C -0.372 -1.728 -1.120 -0.50 0.16 -0.43 0.536
C -1.286 -2.447 -0.256 -0.18 -0.01 -1.08 0.282
C -1.332 -3.923 -0.128 0.05 0.13 0.39 -1.487
C 0.689 -2.352 -1.958 0.21 0.08 0.07 -1.583
C -0.179 0.749 -1.931 0.00 -0.19 0.05 -1.523
C -2.690 1.075 -0.107 0.02 -0.09 0.14 -1.571
C -3.387 -1.910 1.164 -0.15 0.14 -0.16 -1.432
H -2.028 -4.302 -0.883 -0.02 0.03 -0.03 0.374
H -1.701 -4.242 0.846 -0.04 0.01 -0.01 0.397
H -0.361 -4.377 -0.309 0.00 -0.01 -0.01 0.378
H 0.275 -2.602 -2.938 0.00 0.00 -0.01 0.343
H 1.066 -3.270 -1.512 0.00 0.00 -0.02 0.411
H 1.528 -1.676 -2.114 -0.02 0.00 -0.05 0.418
H -0.711 0.804 -2.888 -0.02 0.00 -0.02 0.381
H 0.870 0.566 -2.155 0.00 0.00 0.01 0.370
H -0.294 1.716 -1.445 0.01 -0.01 0.04 0.394
H -3.204 1.311 -1.044 -0.02 -0.02 -0.02 0.366
H -2.014 1.902 0.104 0.03 0.01 0.01 0.410
H -3.432 1.014 0.684 0.01 -0.01 -0.01 0.390
H -4.070 -2.548 0.597 -0.04 0.05 0.00 0.371
H -3.951 -1.065 1.550 0.03 0.00 0.03 0.387
H -3.015 -2.501 1.999 0.02 0.02 0.04 0.389
C 4.144 -2.496 4.814 0.03 0.01 -0.03 -1.145
C 3.269 -2.037 3.709 0.05 0.04 0.11 0.942
C 3.665 -2.088 2.367 0.10 0.00 -0.12 -0.886
C 2.774 -1.702 1.393 0.05 -0.13 0.14 0.033
N 1.568 -1.249 1.767 0.70 -0.40 -0.25 -0.382
C 1.294 -1.181 3.082 -0.41 0.30 0.10 0.545
S -0.356 -0.507 3.180 -0.12 -0.24 0.10 -0.277
N 2.047 -1.563 4.051 0.21 0.02 0.09 -0.450
H 5.173 -2.628 4.492 0.00 -0.01 -0.01 0.375
H 3.768 -3.452 5.189 -0.02 0.01 0.01 0.308
H 4.095 -1.788 5.641 -0.01 -0.01 0.01 0.366
H 4.649 -2.441 2.095 0.01 0.01 0.01 0.382
H 2.998 -1.742 0.336 -0.01 -0.03 -0.01 0.521

=====

HOMO: -7.770 -8.294 -8.242 -15.763 (eV)